[1]
Density functional theory data (ωB97M-V/def2-TZVPD) for a molecular structure, C42H34N6O4PRuS at a distorted geometry.

The geometry in ORCA input format:
```
! RIJCOSX wB97M-V def2-TZVPD def2/J DEFGRID3
* xyz -2 2
Ru 0.01 -0.44 0.48
O -0.38 -1.98 1.93
C 0.47 -2.65 2.49
C 1.91 -2.56 2.36
C 2.63 -3.38 3.22
C 4.01 -3.38 3.21
C 4.72 -2.53 2.33
C 4.03 -1.73 1.47
C 2.60 -1.73 1.41
O 2.05 -1.03 0.51
N 4.73 -4.24 4.11
O 4.10 -4.95 4.88
O 5.95 -4.23 4.07
H 0.13 -3.42 3.20
H 2.11 -4.03 3.91
H 5.80 -2.52 2.36
H 4.54 -1.07 0.79
C -0.75 5.63 -0.49
C -1.65 4.61 -0.19
C -1.25 3.28 -0.29
C 0.04 2.96 -0.72
C 0.93 3.99 -1.01
C 0.54 5.32 -0.89
P 0.37 1.19 -1.03
C 2.12 1.21 -1.58
C 2.49 1.08 -2.91
C 3.83 1.08 -3.28
C 4.81 1.21 -2.31
C 4.45 1.34 -0.97
C 3.11 1.33 -0.60
C -0.66 1.08 -2.54
C -0.66 2.14 -3.42
C -1.70 2.31 -4.34
C -2.79 1.49 -4.29
C -2.86 0.40 -3.39
C -4.03 -0.37 -3.27
C -4.06 -1.33 -2.29
C -2.94 -1.68 -1.55
C -1.68 -1.11 -1.80
C -1.72 0.14 -2.56
H -1.06 6.66 -0.40
H -2.65 4.84 0.13
H -1.95 2.49 -0.06
H 1.93 3.76 -1.34
H 1.24 6.11 -1.11
H 1.71 0.97 -3.67
H 4.10 0.97 -4.32
H 5.86 1.21 -2.59
H 5.21 1.44 -0.21
H 2.82 1.40 0.44
H 0.13 2.88 -3.37
H -1.67 3.14 -5.04
H -3.65 1.68 -4.93
H -4.90 -0.13 -3.87
H -5.00 -1.85 -2.08
H -3.02 -2.43 -0.78
S 0.88 0.83 2.57
C -0.44 1.72 3.23
N -1.17 1.11 4.27
C -2.63 1.24 4.19
C -2.86 2.77 4.18
C -1.95 3.44 3.17
N -0.82 2.89 2.75
H -0.89 0.14 4.35
H -3.05 0.88 5.13
H -2.61 3.13 5.19
H -2.24 4.40 2.76
C -1.36 -4.04 -2.16
C -0.16 -3.24 -1.64
C 0.93 -3.34 -2.73
C 0.37 -3.96 -0.42
C -0.43 -1.72 -1.50
H -1.01 -5.02 -2.49
H -1.86 -3.54 -2.99
H -2.11 -4.20 -1.38
H 1.20 -4.39 -2.91
H 1.83 -2.81 -2.41
H 0.59 -2.90 -3.66
H 0.63 -5.00 -0.68
H -0.38 -3.99 0.36
H 1.26 -3.47 -0.04
H 0.46 -1.15 -1.77
N -1.98 0.20 0.88
C -2.58 0.28 1.88
C -3.27 0.43 3.08
C -4.22 -0.55 3.44
N -5.00 -1.33 3.79
C -4.26 3.14 3.96
N -5.34 3.50 3.79
*
```

orbital gap (alpha / beta) = 0.1849 / 0.2021 Ha
DFT total energy = -83941.371 eV
E_LUMO (alpha / beta) = 3.9 / 3.9 eV
ΔE to the lowest compared entry with this formula, charge and spin = 110.31 kJ/mol

Mulliken atomic charge list, values in e, 8 entries: -0.020 -0.463 -0.905 2.148 -0.177 -0.887 -0.437 -1.183

[2]
Density functional theory data (ωB97M-V/def2-TZVPD) for a molecular structure, C42H35As2Cl3InN5O8S2 at a distorted geometry.

The geometry in ORCA input format:
```
! RIJCOSX wB97M-V def2-TZVPD def2/J DEFGRID3
* xyz 0 1
In 2.03 0.28 1.48
C -3.64 0.47 -1.36
C -2.55 -0.35 -1.97
As -1.37 -1.53 -0.63
C -0.66 -2.87 -1.89
C -0.73 -4.24 -1.64
C 0.02 -5.15 -2.42
C 0.86 -4.67 -3.41
C 1.06 -3.31 -3.58
C 0.31 -2.40 -2.81
C -2.75 -2.71 0.15
C -2.68 -2.86 1.53
C -3.63 -3.68 2.19
C -4.66 -4.30 1.43
C -4.76 -4.03 0.07
C -3.80 -3.28 -0.55
As -2.84 2.24 -0.70
C -4.47 2.99 0.28
C -5.29 2.12 1.00
C -6.37 2.61 1.74
C -6.78 3.92 1.62
C -6.00 4.80 0.82
C -4.85 4.37 0.21
C -2.87 3.44 -2.29
C -1.93 4.49 -2.38
C -1.96 5.37 -3.49
C -3.02 5.18 -4.45
C -4.02 4.21 -4.28
C -3.94 3.35 -3.20
H -4.08 0.04 -0.39
H -4.46 0.66 -2.07
H -1.76 0.27 -2.42
H -2.79 -1.14 -2.67
H -1.42 -4.61 -0.89
H -0.09 -6.23 -2.31
H 1.23 -5.44 -4.09
H 1.85 -2.96 -4.24
H 0.49 -1.30 -2.88
H -1.87 -2.41 2.12
H -3.60 -3.95 3.25
H -5.31 -4.97 2.02
H -5.64 -4.47 -0.41
H -3.89 -3.08 -1.63
H -5.04 1.10 1.02
H -6.82 1.94 2.43
H -7.67 4.24 2.15
H -6.26 5.85 0.72
H -4.21 5.04 -0.36
H -1.06 4.59 -1.74
H -1.21 6.17 -3.56
H -3.10 5.80 -5.35
H -4.90 4.26 -4.93
H -4.67 2.55 -3.05
O 0.83 3.57 -3.29
C 1.53 4.33 -2.39
O 1.53 5.55 -2.43
C 2.34 3.59 -1.40
C 3.48 3.89 -0.59
N 3.61 2.94 0.38
N 2.83 1.89 0.12
C 1.98 2.28 -0.90
C 1.04 1.22 -1.23
O 0.26 1.32 -2.20
O 1.15 0.10 -0.58
H 0.68 2.62 -2.97
H 4.08 4.80 -0.54
H 4.25 2.83 1.15
N 6.15 -6.45 -0.41
C 5.61 -5.46 0.37
C 4.19 -5.34 0.48
C 3.70 -4.28 1.21
C 4.50 -3.34 1.91
C 5.86 -3.53 1.85
C 6.44 -4.55 1.06
S 3.91 -1.89 2.75
O 3.69 -2.18 4.10
O 2.70 -1.59 1.90
N 4.84 -0.64 2.41
C 5.68 0.09 3.17
S 6.60 -0.36 4.61
C 7.11 1.28 4.80
C 6.65 2.02 3.75
N 5.79 1.45 2.90
H 5.52 -7.03 -0.98
H 7.11 -6.40 -0.74
H 3.50 -6.05 0.05
H 2.59 -4.12 1.37
H 6.52 -2.83 2.39
H 7.59 -4.76 1.09
H 7.85 1.56 5.53
H 6.83 3.10 3.66
Cl -0.54 2.32 5.68
C -0.83 2.23 3.93
Cl -2.31 1.27 3.80
Cl -1.10 4.03 3.27
C 0.33 1.60 3.10
O -0.01 0.59 2.36
O 1.52 1.92 3.27
*
```

orbital gap = 0.2406 Ha
DFT total energy = -254038.624 eV
E_LUMO = -1.3 eV
ΔE to the lowest compared entry with this formula, charge and spin = 62.03 kJ/mol

Mulliken atomic charge list, values in e, 8 entries: 1.633 -0.646 -1.115 0.512 0.356 -0.439 -0.638 -0.458

[3]
Density functional theory data (ωB97M-V/def2-TZVPD) for 7 unconnected molecules or ions with the total composition C42H35N7O14 at a distorted geometry.

The geometry in ORCA input format:
```
! RIJCOSX wB97M-V def2-TZVPD def2/J DEFGRID3
* xyz -1 2
C -7.53 -20.59 15.87
C -7.97 -19.63 16.85
C -7.13 -19.31 17.95
C -5.91 -19.92 18.15
C -5.60 -20.87 17.21
C -6.31 -21.14 16.07
N -4.99 -19.54 19.17
O -5.37 -18.77 20.04
O -3.89 -20.05 19.16
H -8.04 -20.83 14.94
H -8.86 -19.12 16.51
H -7.48 -18.57 18.66
H -4.65 -21.36 17.29
H -5.93 -21.89 15.39
C -5.99 -14.71 19.31
C -4.78 -15.38 19.23
C -3.70 -14.75 18.80
C -3.70 -13.41 18.31
C -4.95 -12.73 18.33
C -6.08 -13.34 18.89
N -2.45 -12.85 17.84
O -1.44 -13.54 17.71
O -2.44 -11.64 17.75
H -6.84 -15.21 19.75
H -4.80 -16.39 19.61
H -2.81 -15.36 18.81
H -4.99 -11.72 17.95
H -7.04 -12.85 18.95
C -3.03 -21.29 25.06
C -3.50 -21.37 23.69
C -2.80 -20.65 22.78
C -1.64 -19.96 23.09
C -1.13 -19.99 24.38
C -1.88 -20.63 25.39
N -0.92 -19.18 22.05
O -1.55 -18.94 21.03
O 0.22 -18.80 22.28
H -3.44 -21.89 25.86
H -4.38 -21.93 23.39
H -3.21 -20.62 21.78
H -0.19 -19.49 24.55
H -1.63 -20.52 26.44
C -6.61 -20.49 27.69
C -6.12 -19.67 28.66
C -6.15 -20.10 29.98
C -6.59 -21.38 30.35
C -7.08 -22.16 29.34
C -7.20 -21.66 28.02
N -6.61 -21.84 31.79
O -6.79 -23.02 32.01
O -6.37 -21.01 32.65
H -6.48 -20.20 26.66
H -5.59 -18.77 28.41
H -5.74 -19.46 30.74
H -7.45 -23.17 29.46
H -7.50 -22.30 27.21
C -2.22 -11.72 26.91
C -2.43 -10.69 25.93
C -2.05 -9.41 26.27
C -1.31 -9.15 27.42
C -1.08 -10.18 28.31
C -1.50 -11.49 28.00
N -0.92 -7.74 27.68
O -0.53 -7.50 28.80
O -1.13 -6.83 26.86
H -2.52 -12.74 26.73
H -2.90 -11.10 25.04
H -2.20 -8.62 25.55
H -0.42 -10.05 29.16
H -1.21 -12.35 28.58
C -3.50 -15.77 30.87
C -2.28 -15.85 31.48
C -1.88 -14.87 32.35
C -2.78 -13.84 32.78
C -4.10 -13.90 32.29
C -4.42 -14.81 31.28
N -2.40 -12.88 33.84
O -1.27 -12.83 34.18
O -3.28 -12.16 34.33
H -3.71 -16.51 30.11
H -1.62 -16.60 31.10
H -0.90 -14.93 32.81
H -4.87 -13.28 32.72
H -5.45 -14.80 30.95
C -2.51 -15.92 22.71
C -2.18 -15.00 23.63
C -2.42 -15.40 24.98
C -2.98 -16.58 25.32
C -3.43 -17.41 24.25
C -3.19 -17.10 22.93
N -3.29 -16.85 26.73
O -2.96 -16.09 27.60
O -3.96 -17.82 26.98
H -2.39 -15.70 21.65
H -1.80 -14.04 23.33
H -2.15 -14.58 25.64
H -3.85 -18.36 24.55
H -3.50 -17.70 22.09
*
```

orbital gap (alpha / beta) = 0.0973 / 0.2364 Ha
DFT total energy = -83197.084 eV
E_LUMO (alpha / beta) = 0.5 / 0.5 eV
ΔE to the lowest compared entry with this formula, charge and spin = 62.82 kJ/mol

Mulliken atomic charge list, values in e, 8 entries: -0.357 -0.520 -0.153 -0.210 -0.233 -0.481 0.965 -0.812

[4]
Density functional theory data (ωB97M-V/def2-TZVPD) for a molecular structure, C42H35N7O3S2V at a distorted geometry.

The geometry in ORCA input format:
```
! RIJCOSX wB97M-V def2-TZVPD def2/J DEFGRID3
* xyz 1 3
V 0.07 -0.20 -1.53
C 2.81 1.19 -0.32
C 2.43 -0.07 0.39
C 3.29 -0.54 1.40
C 2.98 -1.68 2.08
C 1.80 -2.37 1.76
C 1.42 -3.55 2.44
C 0.28 -4.22 2.06
C -0.51 -3.74 1.02
C -0.19 -2.57 0.35
S -1.29 -1.94 -0.85
C 0.99 -1.86 0.71
N 1.32 -0.71 0.07
H 3.88 1.17 -0.54
H 2.61 2.05 0.33
H 2.27 1.30 -1.26
H 4.19 0.01 1.61
H 3.64 -2.07 2.84
H 2.04 -3.90 3.24
H 0.00 -5.13 2.57
H -1.40 -4.28 0.72
N -3.73 1.66 -3.50
C -4.47 2.59 -2.77
C -5.45 3.35 -3.40
C -6.21 4.24 -2.66
C -5.99 4.39 -1.30
C -4.98 3.66 -0.68
C -4.23 2.76 -1.42
S -2.93 1.81 -0.65
N -2.04 1.15 -1.93
C -2.54 1.10 -3.12
C -1.80 0.36 -4.15
C -2.28 0.27 -5.46
C -1.60 -0.50 -6.39
C -0.45 -1.14 -5.98
C -0.04 -0.99 -4.67
N -0.68 -0.27 -3.75
H -4.04 1.53 -4.45
H -5.61 3.22 -4.46
H -6.98 4.81 -3.16
H -6.59 5.07 -0.72
H -4.79 3.76 0.38
H -3.17 0.78 -5.78
H -1.97 -0.60 -7.40
H 0.12 -1.76 -6.65
H 0.86 -1.50 -4.37
O 2.68 -0.25 -2.92
C 2.22 -1.38 -2.79
O 1.12 -1.61 -2.17
C 2.86 -2.61 -3.37
C 2.09 -3.77 -3.53
C 2.67 -4.91 -4.05
C 4.02 -4.92 -4.38
C 4.78 -3.77 -4.22
C 4.20 -2.61 -3.74
H 1.04 -3.76 -3.26
H 2.07 -5.81 -4.19
H 4.47 -5.83 -4.76
H 5.82 -3.79 -4.47
H 4.78 -1.71 -3.64
C 3.88 1.22 5.79
C 2.38 1.20 5.72
C 1.61 2.12 6.42
C 0.23 2.12 6.30
C -0.41 1.20 5.47
N -1.82 1.25 5.41
C -2.69 0.64 4.57
O -3.81 0.35 4.88
N -2.22 0.34 3.28
C -1.45 1.08 2.41
C -1.05 2.40 2.60
C -0.36 3.02 1.57
C -0.05 2.33 0.41
N -0.39 1.05 0.24
C -1.08 0.46 1.21
C 0.35 0.26 4.80
C 1.73 0.26 4.92
H 4.22 1.89 6.58
H 4.28 1.58 4.84
H 4.28 0.23 5.97
H 2.08 2.84 7.06
H -0.36 2.84 6.85
H -2.26 1.53 6.28
H -2.75 -0.41 2.85
H -1.34 2.95 3.49
H -0.07 4.06 1.68
H 0.44 2.82 -0.42
H -1.41 -0.56 1.04
H -0.11 -0.51 4.19
H 2.30 -0.48 4.40
*
```

orbital gap (alpha / beta) = 0.2437 / 0.2474 Ha
DFT total energy = -108052.701 eV
E_LUMO (alpha / beta) = -3.2 / -3.3 eV
ΔE to the lowest compared entry with this formula, charge and spin = 84.12 kJ/mol

Mulliken atomic charge list, values in e, 8 entries: 1.118 -1.930 0.773 -0.918 -1.085 0.851 -0.990 -0.879

[5]
Density functional theory data (ωB97M-V/def2-TZVPD) for 6 unconnected molecules or ions with the total composition C42H36BFIO16P at a distorted geometry.

The geometry in ORCA input format:
```
! RIJCOSX wB97M-V def2-TZVPD def2/J DEFGRID3
* xyz 0 1
C -3.82 1.75 2.45
C -4.48 1.21 1.05
B -3.41 0.57 -0.03
O -3.99 -0.29 -1.11
C -1.78 0.80 -0.04
C -1.19 2.20 -0.02
I -2.35 4.06 -0.01
C 0.48 2.35 0.02
O 1.13 3.30 -0.65
C 1.23 1.17 0.94
C 2.50 1.63 1.87
P 1.93 3.18 2.90
O 2.54 3.07 4.38
O 0.20 3.27 3.09
O 2.55 4.67 2.23
C 0.66 -0.23 0.89
C 1.39 -1.37 1.82
C 0.87 -2.90 1.59
C -0.16 -3.39 2.80
F 2.10 -3.78 1.76
C -0.65 -0.43 -0.07
O -0.90 -1.44 -0.91
H -2.65 1.68 2.50
H -4.10 2.91 2.53
H -4.36 1.24 3.38
H -5.15 2.02 0.50
H -5.22 0.33 1.35
H -3.27 -0.66 -1.69
H 3.44 1.96 1.24
H 2.85 0.85 2.67
H -0.21 2.37 3.25
H 3.54 4.56 2.18
H 2.55 -1.34 1.54
H 1.33 -1.09 2.97
H 0.46 -3.15 0.52
H -0.56 -4.46 2.50
H 0.49 -3.42 3.80
H -1.03 -2.61 2.87
O -5.29 -4.76 -6.55
C -4.75 -3.92 -5.85
C -5.16 -2.50 -5.90
C -4.57 -1.58 -5.13
C -3.48 -1.94 -4.20
O -2.94 -1.10 -3.50
C -3.07 -3.36 -4.15
C -3.66 -4.28 -4.92
H -5.96 -2.25 -6.58
H -4.85 -0.54 -5.16
H -2.27 -3.61 -3.47
H -3.38 -5.33 -4.89
O -3.25 -7.19 -4.04
C -2.64 -7.39 -3.00
C -1.23 -7.83 -3.00
C -0.57 -8.05 -1.86
C -1.23 -7.88 -0.55
O -0.63 -8.08 0.50
C -2.64 -7.44 -0.54
C -3.30 -7.22 -1.68
H -0.77 -7.95 -3.97
H 0.46 -8.37 -1.84
H -3.11 -7.32 0.43
H -4.33 -6.90 -1.70
O -3.31 5.16 -8.40
C -3.87 4.37 -7.65
C -5.30 4.05 -7.80
C -5.91 3.19 -6.98
C -5.18 2.52 -5.89
O -5.73 1.73 -5.14
C -3.74 2.84 -5.74
C -3.13 3.70 -6.56
H -5.83 4.55 -8.61
H -6.96 2.95 -7.08
H -3.22 2.35 -4.93
H -2.08 3.95 -6.47
O 3.46 -1.01 4.40
C 4.63 -1.13 4.07
C 5.62 -0.07 4.35
C 6.90 -0.21 3.98
C 7.38 -1.42 3.29
O 8.55 -1.54 2.96
C 6.39 -2.48 3.02
C 5.11 -2.35 3.38
H 5.25 0.81 4.86
H 7.63 0.56 4.18
H 6.75 -3.36 2.51
H 4.37 -3.12 3.18
O 5.81 4.77 3.30
C 5.90 5.65 4.14
C 7.08 6.53 4.22
C 7.17 7.49 5.14
C 6.09 7.71 6.12
O 6.17 8.60 6.97
C 4.90 6.83 6.04
C 4.81 5.87 5.12
H 7.86 6.35 3.49
H 8.03 8.14 5.21
H 4.12 7.01 6.77
H 3.95 5.22 5.05
*
```

orbital gap = 0.2744 Ha
DFT total energy = -97669.340 eV
E_LUMO = -2.0 eV
SMILES = CCB(O)C1=C(I)C(=O)C(CP(=O)(O)O)=C(C[C@H](C)F)C1=O.O=C1C=CC(=O)C=C1.O=C1C=CC(=O)C=C1.O=C1C=CC(=O)C=C1.O=C1C=CC(=O)C=C1.O=C1C=CC(=O)C=C1
ΔE to the lowest compared entry with this formula, charge and spin = 859.88 kJ/mol

Mulliken atomic charge list, values in e, 8 entries: -0.444 -0.510 0.497 -0.629 0.753 -0.614 0.077 0.272